Computed, not measured: a single C4H5N3 molecule, with the ωB97M-V functional and the def2-TZVPD basis.

For the frontier orbital gap, the calculation gives 9.73 eV. The calculation puts the LUMO energy at 0.8 eV. Its SMILES is Nc1cncnc1. The maximum force is 0.013 hartree/bohr. The relative energy (zero: lowest compared OMol25 entry of this formula, charge and spin) is 114.45 kJ/mol.

Positions of all 12 atoms, in Å:
H (-0.37, 1.99, 0.60)
N (-2.03, 0.02, -0.27)
H (3.04, -0.13, -0.41)
C (0.08, -1.19, 0.34)
N (1.43, 1.10, 0.05)
H (-0.42, -2.05, 0.79)
C (-0.65, -0.04, 0.02)
N (1.41, -1.24, 0.25)
C (2.00, -0.10, -0.09)
H (-2.31, 0.99, -0.36)
C (0.12, 1.10, 0.21)
H (-2.29, -0.46, -1.12)